{
  "formula": "C3H4N2",
  "method": "ωB97M-V with the def2-TZVPD basis set",
  "species": ["C", "C", "N", "C", "N", "H", "H", "H", "H"],
  "xyz": [[-0.785, 0.422, 0.748], [-0.462, -0.900, 0.583], [0.519, -0.916, -0.361], [0.793, 0.390, -0.666], [-0.112, 1.185, -0.176], [-1.452, 0.794, 1.507], [-1.006, -1.666, 1.101], [0.868, -1.765, -0.767], [1.511, 0.629, -1.434]],
  "homo_ha": -0.325,
  "e_above_lowest_ev": 0.399,
  "smiles": "c1c[nH]cn1",
  "homo_lumo_gap_ev": 9.7481
}

{
  "formula": "CHN4O",
  "method": "ωB97M-V with the def2-TZVPD basis set",
  "species": ["C", "N", "N", "N", "N", "O", "H"],
  "xyz": [[-0.095, -0.695, 0.017], [-3.211, -0.881, -0.016], [-2.573, 0.090, 0.000], [-0.457, -1.799, 0.027], [-1.505, 0.643, 0.007], [-1.167, 1.884, 0.019], [0.639, 0.080, -0.004]],
  "homo_ha": -0.096,
  "e_above_lowest_ev": 2.710,
  "charge": -1,
  "homo_lumo_gap_ev": 7.3197
}

{
  "formula": "C28H35F3N4OsP2",
  "method": "ωB97M-V with the def2-TZVPD basis set",
  "species": ["Os", "C", "C", "C", "C", "C", "C", "C", "C", "C", "H", "H", "H", "H", "H", "H", "H", "H", "H", "H", "H", "H", "H", "H", "H", "P", "P", "N", "N", "N", "N", "C", "C", "C", "C", "C", "C", "C", "C", "C", "C", "C", "C", "C", "C", "C", "C", "C", "C", "H", "H", "H", "H", "H", "H", "H", "H", "H", "H", "H", "H", "H", "H", "H", "H", "H", "H", "H", "H", "F", "C", "F", "F"],
  "xyz": [[-0.019, 0.869, 0.856], [-1.712, 1.148, -2.871], [-1.316, -0.129, -2.811], [-0.113, -0.634, -3.540], [1.128, 0.266, -3.337], [1.206, 0.923, -1.986], [0.580, 2.015, -1.495], [-0.088, 3.018, -2.400], [-1.046, 2.355, -3.437], [1.082, 0.865, 2.633], [-2.758, 1.351, -2.651], [-2.025, -0.899, -2.482], [-0.322, -0.674, -4.625], [0.109, -1.669, -3.251], [2.026, -0.375, -3.445], [1.208, 1.000, -4.155], [2.030, 0.499, -1.425], [0.743, 2.386, -0.445], [0.690, 3.616, -2.922], [-0.670, 3.715, -1.781], [-1.846, 3.077, -3.697], [-0.498, 2.165, -4.376], [0.614, 1.689, 3.192], [2.149, 1.100, 2.551], [0.941, -0.044, 3.234], [1.529, -0.855, 0.618], [-1.581, -0.628, 0.295], [3.191, 0.230, 0.276], [2.341, -1.903, 1.779], [-2.893, 0.695, -0.401], [-2.548, -1.489, 1.608], [0.786, -2.053, -0.534], [-0.762, -2.097, -0.470], [3.087, 1.604, 0.497], [4.259, 2.243, 0.111], [5.103, 1.234, -0.432], [4.421, 0.019, -0.330], [3.296, -1.395, 2.685], [4.178, -2.400, 3.027], [3.749, -3.592, 2.351], [2.619, -3.272, 1.622], [-2.532, 2.038, -0.388], [-3.634, 2.832, -0.743], [-4.695, 1.934, -1.021], [-4.222, 0.630, -0.777], [-3.932, -1.631, 1.634], [-4.283, -2.577, 2.598], [-3.074, -3.036, 3.188], [-2.028, -2.362, 2.558], [1.169, -3.058, -0.327], [1.178, -1.801, -1.528], [-1.161, -2.305, -1.467], [-1.046, -2.942, 0.171], [2.154, 2.036, 0.886], [4.445, 3.306, 0.250], [6.090, 1.399, -0.841], [4.718, -0.969, -0.655], [3.215, -0.380, 3.037], [5.052, -2.274, 3.658], [4.233, -4.556, 2.389], [1.973, -3.906, 1.036], [-1.517, 2.362, -0.076], [-3.614, 3.921, -0.761], [-5.700, 2.182, -1.336], [-4.776, -0.299, -0.822], [-4.552, -1.030, 0.991], [-5.294, -2.888, 2.829], [-2.981, -3.780, 3.972], [-0.964, -2.426, 2.735], [-1.356, 2.620, 2.767], [-1.516, 1.288, 2.352], [-1.347, 0.509, 3.518], [-2.876, 1.188, 2.134]],
  "homo_ha": [-0.463, -0.486],
  "multiplicity": 5,
  "e_above_lowest_ev": 2.535,
  "charge": 2,
  "homo_lumo_gap_ev": [6.2479, 3.9119]
}

{
  "formula": "C30H23N2O4",
  "method": "ωB97M-V with the def2-TZVPD basis set",
  "species": ["N", "C", "O", "N", "C", "O", "C", "C", "H", "H", "H", "C", "O", "C", "C", "C", "C", "C", "C", "C", "C", "C", "C", "C", "C", "C", "C", "C", "O", "C", "C", "C", "C", "C", "C", "C", "C", "C", "C", "H", "H", "H", "H", "H", "H", "H", "H", "H", "H", "H", "H", "H", "H", "H", "H", "H", "H", "H", "H"],
  "xyz": [[-2.018, -2.891, -2.159], [-3.124, -3.657, -1.827], [-3.998, -3.312, -1.044], [-3.206, -4.906, -2.462], [-2.387, -5.464, -3.443], [-2.606, -6.609, -3.854], [-1.370, -4.526, -3.837], [-1.285, -3.315, -3.176], [-4.031, -5.442, -2.219], [-0.711, -4.773, -4.649], [-0.541, -2.578, -3.507], [0.377, 5.519, -4.490], [-0.663, 4.542, -4.418], [-0.477, 3.360, -3.774], [-1.568, 2.453, -3.871], [-1.571, 1.259, -3.181], [-0.546, 0.940, -2.231], [-0.608, -0.102, -1.258], [0.088, -0.076, -0.019], [0.294, -1.279, 0.732], [0.552, -1.276, 2.081], [0.655, -2.537, 2.839], [1.192, -3.694, 2.226], [1.368, -4.879, 2.952], [0.876, -4.996, 4.265], [0.272, -3.874, 4.856], [0.202, -2.659, 4.168], [0.700, 0.025, 2.805], [0.744, 0.086, 4.048], [0.808, 1.243, 1.947], [1.177, 2.536, 2.558], [1.940, 3.496, 1.844], [2.290, 4.719, 2.434], [1.816, 5.067, 3.710], [1.043, 4.131, 4.414], [0.792, 2.869, 3.873], [0.506, 1.154, 0.604], [0.619, 1.763, -2.323], [0.664, 2.953, -3.035], [-0.020, 6.314, -5.121], [0.595, 5.914, -3.492], [1.275, 5.093, -4.953], [-2.395, 2.768, -4.509], [-2.389, 0.554, -3.353], [-1.308, -0.925, -1.422], [0.164, -2.239, 0.221], [1.513, -3.639, 1.181], [1.890, -5.722, 2.493], [0.962, -5.941, 4.820], [-0.132, -3.934, 5.868], [-0.195, -1.778, 4.664], [2.294, 3.243, 0.838], [2.942, 5.410, 1.893], [2.054, 6.043, 4.153], [0.651, 4.372, 5.404], [0.300, 2.113, 4.481], [0.458, 2.072, 0.021], [1.508, 1.438, -1.785], [1.565, 3.571, -2.978]],
  "homo_ha": -0.162,
  "e_above_lowest_ev": 0.000,
  "charge": -1,
  "homo_lumo_gap_ev": 5.2994
}

Please write out number 4 again, unchanged.
{
  "formula": "C30H23N2O4",
  "method": "ωB97M-V with the def2-TZVPD basis set",
  "species": ["N", "C", "O", "N", "C", "O", "C", "C", "H", "H", "H", "C", "O", "C", "C", "C", "C", "C", "C", "C", "C", "C", "C", "C", "C", "C", "C", "C", "O", "C", "C", "C", "C", "C", "C", "C", "C", "C", "C", "H", "H", "H", "H", "H", "H", "H", "H", "H", "H", "H", "H", "H", "H", "H", "H", "H", "H", "H", "H"],
  "xyz": [[-2.018, -2.891, -2.159], [-3.124, -3.657, -1.827], [-3.998, -3.312, -1.044], [-3.206, -4.906, -2.462], [-2.387, -5.464, -3.443], [-2.606, -6.609, -3.854], [-1.370, -4.526, -3.837], [-1.285, -3.315, -3.176], [-4.031, -5.442, -2.219], [-0.711, -4.773, -4.649], [-0.541, -2.578, -3.507], [0.377, 5.519, -4.490], [-0.663, 4.542, -4.418], [-0.477, 3.360, -3.774], [-1.568, 2.453, -3.871], [-1.571, 1.259, -3.181], [-0.546, 0.940, -2.231], [-0.608, -0.102, -1.258], [0.088, -0.076, -0.019], [0.294, -1.279, 0.732], [0.552, -1.276, 2.081], [0.655, -2.537, 2.839], [1.192, -3.694, 2.226], [1.368, -4.879, 2.952], [0.876, -4.996, 4.265], [0.272, -3.874, 4.856], [0.202, -2.659, 4.168], [0.700, 0.025, 2.805], [0.744, 0.086, 4.048], [0.808, 1.243, 1.947], [1.177, 2.536, 2.558], [1.940, 3.496, 1.844], [2.290, 4.719, 2.434], [1.816, 5.067, 3.710], [1.043, 4.131, 4.414], [0.792, 2.869, 3.873], [0.506, 1.154, 0.604], [0.619, 1.763, -2.323], [0.664, 2.953, -3.035], [-0.020, 6.314, -5.121], [0.595, 5.914, -3.492], [1.275, 5.093, -4.953], [-2.395, 2.768, -4.509], [-2.389, 0.554, -3.353], [-1.308, -0.925, -1.422], [0.164, -2.239, 0.221], [1.513, -3.639, 1.181], [1.890, -5.722, 2.493], [0.962, -5.941, 4.820], [-0.132, -3.934, 5.868], [-0.195, -1.778, 4.664], [2.294, 3.243, 0.838], [2.942, 5.410, 1.893], [2.054, 6.043, 4.153], [0.651, 4.372, 5.404], [0.300, 2.113, 4.481], [0.458, 2.072, 0.021], [1.508, 1.438, -1.785], [1.565, 3.571, -2.978]],
  "homo_ha": -0.162,
  "e_above_lowest_ev": 0.000,
  "charge": -1,
  "homo_lumo_gap_ev": 5.2994
}

What did the fourth record say?
{
  "formula": "C30H23N2O4",
  "method": "ωB97M-V with the def2-TZVPD basis set",
  "species": ["N", "C", "O", "N", "C", "O", "C", "C", "H", "H", "H", "C", "O", "C", "C", "C", "C", "C", "C", "C", "C", "C", "C", "C", "C", "C", "C", "C", "O", "C", "C", "C", "C", "C", "C", "C", "C", "C", "C", "H", "H", "H", "H", "H", "H", "H", "H", "H", "H", "H", "H", "H", "H", "H", "H", "H", "H", "H", "H"],
  "xyz": [[-2.018, -2.891, -2.159], [-3.124, -3.657, -1.827], [-3.998, -3.312, -1.044], [-3.206, -4.906, -2.462], [-2.387, -5.464, -3.443], [-2.606, -6.609, -3.854], [-1.370, -4.526, -3.837], [-1.285, -3.315, -3.176], [-4.031, -5.442, -2.219], [-0.711, -4.773, -4.649], [-0.541, -2.578, -3.507], [0.377, 5.519, -4.490], [-0.663, 4.542, -4.418], [-0.477, 3.360, -3.774], [-1.568, 2.453, -3.871], [-1.571, 1.259, -3.181], [-0.546, 0.940, -2.231], [-0.608, -0.102, -1.258], [0.088, -0.076, -0.019], [0.294, -1.279, 0.732], [0.552, -1.276, 2.081], [0.655, -2.537, 2.839], [1.192, -3.694, 2.226], [1.368, -4.879, 2.952], [0.876, -4.996, 4.265], [0.272, -3.874, 4.856], [0.202, -2.659, 4.168], [0.700, 0.025, 2.805], [0.744, 0.086, 4.048], [0.808, 1.243, 1.947], [1.177, 2.536, 2.558], [1.940, 3.496, 1.844], [2.290, 4.719, 2.434], [1.816, 5.067, 3.710], [1.043, 4.131, 4.414], [0.792, 2.869, 3.873], [0.506, 1.154, 0.604], [0.619, 1.763, -2.323], [0.664, 2.953, -3.035], [-0.020, 6.314, -5.121], [0.595, 5.914, -3.492], [1.275, 5.093, -4.953], [-2.395, 2.768, -4.509], [-2.389, 0.554, -3.353], [-1.308, -0.925, -1.422], [0.164, -2.239, 0.221], [1.513, -3.639, 1.181], [1.890, -5.722, 2.493], [0.962, -5.941, 4.820], [-0.132, -3.934, 5.868], [-0.195, -1.778, 4.664], [2.294, 3.243, 0.838], [2.942, 5.410, 1.893], [2.054, 6.043, 4.153], [0.651, 4.372, 5.404], [0.300, 2.113, 4.481], [0.458, 2.072, 0.021], [1.508, 1.438, -1.785], [1.565, 3.571, -2.978]],
  "homo_ha": -0.162,
  "e_above_lowest_ev": 0.000,
  "charge": -1,
  "homo_lumo_gap_ev": 5.2994
}